# 1
DFT (ωB97M-V with the def2-TZVPD basis set) results for C49H49N4OReSSbTe as an isolated structure.

Last column: natural (NBO) charge in e.
Element x y z (Å)
Re 1.60875 -0.68434 -1.05631  1.28
Te 1.64893 2.31991 2.34767  1.68
Sb -0.39116 -4.04765 -2.21648  1.79
S 1.60691 -2.70871 -2.08555  -0.48
O 1.45776 0.41260 2.95003  -0.73
N 3.36628 0.06058 -1.74812  -0.47
N 1.93850 1.21798 -3.18663  -0.18
N 1.56277 -0.27156 0.76193  -0.82
N 1.03412 0.64992 -2.42259  -0.30
C -0.67357 1.91369 -3.67707  -0.18
C -3.10396 -2.33797 -5.84210  -0.16
C 0.91801 3.49298 -0.57323  -0.66
C -0.33249 1.06439 -2.63135  0.06
C 1.44141 -1.92425 2.59067  -0.69
C 1.20149 5.54013 5.08963  -0.20
C -2.09999 -1.54001 -5.30435  -0.18
C 4.61657 -0.27525 -1.34047  0.06
C 1.39313 5.37719 2.62170  -0.65
C -2.73050 3.21433 0.41011  0.06
C 1.63670 1.31948 5.84185  -0.67
C 5.72768 0.17406 -1.99969  -0.22
C 1.13589 5.02844 6.38212  0.07
C -1.54235 -3.30504 -3.79532  -0.43
C 0.59053 -5.84987 -2.61850  -0.41
C -1.30465 -2.02177 -4.27405  -0.22
C 1.98827 -8.14231 -3.20410  -0.15
C 2.09081 -7.57777 -1.93556  -0.20
C 1.19739 -7.55228 -4.18141  -0.18
C 3.20409 0.86967 -2.83771  0.30
C -2.64897 2.64792 1.67633  -0.22
C -1.31411 0.60305 -1.75806  -0.22
C 0.48712 -6.39346 -3.89604  -0.21
C -0.30869 3.15144 0.24466  -0.05
C -1.43698 2.34018 2.28662  -0.01
C -1.49739 1.78249 3.69145  -0.65
C -2.54566 -4.11857 -4.32151  -0.17
C -0.26887 2.60363 1.54581  -0.30
C -1.54597 -4.01405 -0.47063  -0.33
C -3.67672 -3.57717 0.52339  -0.19
C -2.98137 1.82035 -2.98205  -0.20
C -1.54919 3.44638 -0.29017  -0.17
C -1.97151 -4.75941 1.76346  -0.18
C 0.95896 5.94767 7.55885  -0.64
C -3.32652 -3.62155 -5.35589  -0.20
C -1.99867 2.28629 -3.84673  -0.20
C -2.63564 0.98274 -1.93068  -0.19
C 4.30601 1.34809 -3.54175  -0.19
C 1.26691 3.66029 6.54625  -0.23
C -3.25439 -4.22558 1.67828  -0.16
C 1.49732 -0.53966 2.01936  0.68
C -4.06018 3.58448 -0.19344  -0.64
C -1.10464 -4.65903 0.68540  -0.26
C 1.39267 -6.41937 -1.63193  -0.16
C 1.45340 2.77702 5.48563  0.11
C -2.82426 -3.47132 -0.56844  -0.24
C 5.56913 0.99362 -3.12478  -0.11
C 1.46251 3.32979 4.20251  -0.38
C 1.36482 4.72360 3.98895  -0.02
H 0.69108 0.88600 6.17814  0.24
H -0.13190 -5.93344 -4.65825  0.23
H -4.01793 2.10475 -3.13110  0.24
H 0.68811 3.44895 -1.63701  0.25
H -2.72665 -5.11903 -3.94096  0.23
H -2.26707 2.94993 -4.65871  0.25
H 0.09720 2.26299 -4.34857  0.25
H 2.52956 -9.05291 -3.43032  0.25
H -4.85177 3.58134 0.55461  0.24
H -3.71700 -1.95932 -6.65091  0.24
H 1.25337 4.51290 -0.36799  0.25
H 6.43927 1.34494 -3.66678  0.26
H 0.87485 5.39660 8.49287  0.23
H 1.48434 -5.97801 -0.64759  0.20
H -1.65308 -5.27353 2.66262  0.24
H -1.92880 -0.54191 -5.69000  0.23
H 1.77279 6.39465 2.69110  0.27
H 1.80913 6.62850 7.63990  0.25
H 2.02205 0.71873 5.03036  0.22
H -3.39620 0.63101 -1.24260  0.23
H 2.71787 -8.03964 -1.18297  0.24
H -4.67746 -3.16696 0.46443  0.24
H 1.24628 3.24432 7.54918  0.23
H -4.33395 2.87553 -0.98064  0.23
H 2.33591 1.23883 6.67447  0.25
H 1.08295 -1.90576 3.61777  0.26
H 4.68535 -0.91114 -0.46910  0.23
H -2.18534 0.93740 3.72864  0.24
H 1.13213 6.61403 4.93883  0.23
H 0.39523 5.42243 2.17997  0.24
H 1.13351 -7.99003 -5.17036  0.25
H -4.10678 -4.23996 -5.78183  0.25
H 6.70890 -0.11772 -1.65351  0.26
H 1.75314 2.81761 -0.39033  0.20
H -1.59728 3.88666 -1.28335  0.22
H -3.56303 2.45625 2.23336  0.23
H 4.13417 1.97876 -4.40498  0.27
H -0.54577 1.44471 4.07363  0.21
H -0.11307 -5.08936 0.75137  0.22
H 0.79911 -2.55629 1.97859  0.24
H 2.45134 -2.34196 2.58400  0.27
H 0.06777 6.56553 7.43580  0.24
H -3.93501 -4.32790 2.51458  0.24
H -4.01518 4.57433 -0.64898  0.24
H -3.16192 -2.98635 -1.47722  0.23
H -1.88045 2.54107 4.37566  0.25
H 2.06552 4.87881 1.91022  0.19
H -0.51273 -1.40657 -3.86661  0.22
H -1.04898 -0.04619 -0.92939  0.20

Output
Total charge: +3
Spin multiplicity: 3
Lowest unoccupied orbital energy (spin up / spin down), eV: -8.3020 / -9.1820
Gap between HOMO and LUMO (spin up / spin down), eV: 6.461 / 6.276
ΔE to the lowest compared entry with this formula, charge and spin, eV: 0.000



# 2
DFT (ωB97M-V with the def2-TZVPD basis set) results for C49H50BeGe2S7 as an isolated structure.

Last column: Löwdin charge in e.
Element x y z (Å)
Ge 1.78476 -0.50964 -0.25795  0.53
Ge -0.57315 1.36260 -0.29328  -0.04
S 3.22290 5.28739 -0.53200  0.54
S -0.05880 -0.15857 -1.81962  0.18
S 6.04609 6.24361 -0.74554  0.35
S 5.52028 3.41550 -0.87584  0.33
S 3.94512 2.05093 -0.71833  0.12
S 0.23986 0.23349 1.43607  0.19
S 0.47790 3.33603 -0.51937  0.25
C 3.69014 -4.24349 0.46437  -0.06
C 4.23353 -1.90645 0.97488  -0.19
C -1.99420 1.03161 -4.80321  -0.03
C 5.27484 -1.44892 0.15711  -0.24
C -2.63729 -3.27575 0.31073  -0.02
C -1.34967 1.52261 4.84577  -0.28
C -2.96407 -0.71127 2.24833  -0.05
C -1.58645 3.36454 -4.54317  -0.01
C -5.30330 2.36247 -0.14190  -0.08
C 5.13364 -0.61417 2.79512  -0.01
C -4.59073 2.17140 1.02786  -0.05
C 0.07026 -3.57952 -2.98774  -0.04
C -0.38279 -3.46453 -0.50900  -0.14
C -2.09309 2.92958 3.01417  -0.20
C 1.07474 -3.64446 -0.23682  -0.22
C -1.26858 -3.34613 0.56471  -0.19
C 3.04152 -1.92370 3.21411  -0.03
C -1.48848 2.77314 4.25305  -0.02
C 6.22843 -0.58913 0.68083  -0.03
C -0.76652 -3.28628 1.98330  -0.05
C -0.79239 2.23093 -6.65364  -0.06
C 3.25255 -2.91979 0.46344  -0.26
C 6.17437 -0.16002 2.00258  -0.27
C -1.85926 0.41990 4.18489  -0.04
C 5.31710 -1.82519 -1.30069  -0.04
C -2.58213 0.97356 -3.54571  -0.25
C 4.91016 5.02293 -0.70087  -1.77
C -2.54906 1.78763 2.33284  -0.17
C -2.63472 2.13093 -2.76420  -0.15
C 2.83729 -5.26842 0.09033  -0.09
C -3.14453 -3.36289 -0.97529  -0.27
C -2.17563 3.34967 -3.28385  -0.20
C -3.21522 1.94850 1.00324  -0.22
C -3.10701 -0.34687 -3.04943  -0.07
C -4.63132 2.33518 -1.35033  -0.05
C -2.26327 4.30836 2.43375  -0.03
C 1.52940 -4.96360 -0.24447  -0.06
C -3.25880 2.09927 -1.40455  -0.22
C -0.64035 1.38234 6.16805  -0.06
C -4.62815 -3.31130 -1.23567  -0.05
C 1.93757 -2.58113 0.07703  -0.24
C -1.46886 2.21174 -5.30574  -0.27
C -2.45751 0.53275 2.93318  -0.27
C -2.24717 -3.50055 -2.02826  -0.04
C -0.87657 -3.53161 -1.81736  -0.24
C 7.19678 0.80852 2.53695  -0.05
C -2.32703 4.63527 -2.51529  -0.04
C -2.52662 1.87879 -0.22284  -0.18
C 4.15967 -1.47886 2.30465  -0.21
Be 2.46027 3.38982 -0.56193  -0.55
H 4.36894 -1.56268 -1.77783  0.07
H -2.11849 5.06905 3.20209  0.07
H 0.58988 -2.62032 -3.05993  0.05
H -2.62533 -3.56278 -3.04536  0.11
H -6.37186 2.54291 -0.11122  0.09
H 8.20724 0.50964 2.24917  0.07
H -0.76429 0.37836 6.57516  0.07
H -5.17860 -3.12978 -0.31192  0.07
H 5.06296 -0.27431 3.82424  0.11
H -1.75649 -0.56710 4.62756  0.12
H -3.20707 -0.52584 1.20411  0.08
H -2.27598 -1.04222 -2.93839  0.02
H 0.08530 -3.95073 2.13173  0.08
H -1.91853 0.11857 -5.38826  0.12
H -5.09649 2.20324 1.98717  0.12
H 0.82537 -4.35706 -2.86646  0.07
H 4.70370 -4.46652 0.78292  0.11
H -3.59033 -0.25715 -2.07881  0.07
H -3.32066 -3.16085 1.14776  0.10
H -0.43126 -2.26970 2.20624  0.02
H 5.46758 -2.89796 -1.43733  0.07
H 0.83909 -5.76027 -0.50615  0.11
H -1.55739 -3.55943 2.68513  0.08
H 2.73390 -2.94770 3.00067  0.07
H -3.25259 4.43482 1.99102  0.07
H -2.21531 5.49412 -3.17887  0.07
H -1.10983 3.65187 4.76678  0.11
H 3.34957 -1.85489 4.25867  0.07
H -3.29966 4.69105 -2.02377  0.07
H 2.16447 -1.28456 3.08037  0.05
H 6.11866 -1.28975 -1.80986  0.07
H -1.20606 4.30384 -4.93263  0.11
H -0.35118 3.20709 -6.85551  0.07
H 7.01561 -0.20812 0.03660  0.12
H -1.50236 2.00291 -7.45289  0.07
H -4.98224 -4.25322 -1.66311  0.07
H -4.87177 -2.51426 -1.94170  0.06
H -3.85976 -1.08981 2.75100  0.09
H -1.01970 2.10245 6.89625  0.07
H 0.42888 1.56900 6.04430  0.08
H -1.52408 4.47734 1.64760  0.06
H -3.82338 -0.76657 -3.76221  0.08
H -1.56100 4.70412 -1.74029  0.03
H 3.18385 -6.29580 0.07891  0.09
H -0.47133 -3.74552 -3.92027  0.07
H 7.01699 1.80694 2.13253  0.08
H -2.19845 -1.48622 2.27982  0.02
H -5.16660 2.50438 -2.27855  0.12
H 7.14777 0.86744 3.62461  0.07
H 0.00193 1.48320 -6.68850  0.08

Output
Total charge: -2
Spin multiplicity: 1
Lowest unoccupied orbital energy, eV: 4.0778
Gap between HOMO and LUMO, eV: 5.792
ΔE to the lowest compared entry with this formula, charge and spin, eV: 1.595



| no. | E (hartree) |
| --- | --- |
| 1 | -3174.6578 |
| 2 | -8853.5123 |